{"formula": "C38H31N3O5ReS", "method": "ωB97M-V/def2-TZVPD", "energy_ha": -2483.6463, "homo_ev": [-7.351, -7.182], "e_above_lowest_ev": 0.0000, "multiplicity": 2, "s2": 0.76, "elements": ["Re", "O", "C", "C", "C", "C", "C", "C", "C", "N", "C", "C", "N", "C", "C", "C", "C", "C", "C", "C", "O", "H", "H", "H", "H", "H", "H", "H", "H", "H", "H", "H", "H", "H", "H", "C", "C", "C", "C", "C", "C", "C", "C", "C", "C", "C", "C", "C", "C", "C", "N", "H", "H", "H", "H", "H", "H", "H", "H", "H", "H", "C", "C", "C", "C", "C", "C", "C", "S", "O", "O", "O", "H", "H", "H", "H", "H", "H", "H"], "coordinates": [[-0.95, 0.58, 0.25], [-1.93, 2.24, -0.35], [-1.67, 3.47, 0.03], [-1.84, 4.53, -0.89], [-1.51, 5.81, -0.54], [-1.06, 6.13, 0.76], [-0.97, 5.12, 1.69], [-1.26, 3.79, 1.34], [-1.47, 2.79, 2.33], [-1.53, 1.52, 2.10], [-2.44, 0.75, 2.95], [-3.56, 0.28, 2.00], [-2.90, -0.39, 0.89], [-3.43, -1.35, 0.24], [-2.69, -2.18, -0.68], [-3.40, -3.05, -1.53], [-2.74, -3.94, -2.34], [-1.35, -4.01, -2.27], [-0.63, -3.19, -1.42], [-1.28, -2.21, -0.65], [-0.54, -1.44, 0.14], [-2.18, 4.28, -1.88], [-1.61, 6.60, -1.27], [-0.80, 7.14, 1.02], [-0.67, 5.34, 2.71], [-1.77, 3.13, 3.32], [-2.85, 1.37, 3.75], [-1.94, -0.10, 3.38], [-4.09, 1.16, 1.63], [-4.26, -0.37, 2.52], [-4.47, -1.64, 0.44], [-4.48, -2.99, -1.54], [-3.29, -4.58, -3.02], [-0.82, -4.71, -2.90], [0.45, -3.24, -1.36], [1.87, 3.40, -1.60], [3.00, 3.32, -0.78], [2.98, 2.49, 0.32], [1.83, 1.73, 0.61], [0.71, 1.78, -0.20], [0.75, 2.64, -1.31], [1.77, 0.80, 1.73], [2.84, 0.75, 2.67], [2.84, -0.16, 3.66], [1.78, -1.08, 3.75], [1.78, -2.08, 4.76], [0.77, -2.99, 4.83], [-0.27, -2.94, 3.88], [-0.28, -1.99, 2.90], [0.73, -1.00, 2.80], [0.71, -0.01, 1.82], [1.87, 4.03, -2.48], [3.88, 3.90, -1.01], [3.86, 2.43, 0.93], [-0.09, 2.69, -1.98], [3.65, 1.46, 2.59], [3.65, -0.21, 4.38], [2.60, -2.10, 5.46], [0.77, -3.75, 5.60], [-1.05, -3.69, 3.92], [-1.05, -2.00, 2.16], [3.97, -3.77, -3.51], [2.81, -2.81, -3.44], [1.76, -2.88, -4.35], [0.69, -2.01, -4.27], [0.66, -1.05, -3.27], [1.70, -0.95, -2.36], [2.76, -1.83, -2.44], [-0.74, 0.05, -3.23], [-0.31, 1.33, -3.74], [-1.79, -0.62, -3.94], [-1.14, 0.14, -1.77], [3.98, -4.30, -4.46], [3.91, -4.51, -2.71], [4.92, -3.25, -3.39], [1.79, -3.63, -5.13], [-0.14, -2.07, -4.96], [1.67, -0.21, -1.58], [3.57, -1.77, -1.72]]}